ORCA calculation (ωB97M-V/def2-TZVPD) on a cluster of 12 separate species, C42H102O19 in total in a non-equilibrium geometry.

Results
Spin multiplicity: 1
ΔE to the lowest compared entry with this formula, charge and spin: 55.6 kcal/mol
Calculated total energy: -84094.86774 eV
HOMO energy: -9.5 eV
Structure (SMILES): C1CCOC1.C1CCOC1.C1CCOC1.COCCOC.COCCOC.COCCOC.COCCOC.COCCOC.COCCOC.COCCOC.CO.CO
Lowest unoccupied orbital energy: 0.4 eV

Cartesian coordinates (Å):
C (1.89797, -5.18886, -6.26443)
C (0.64869, -4.77420, -6.96138)
C (0.08544, -6.11940, -7.44685)
O (1.25232, -6.82038, -7.74017)
C (2.45749, -6.27417, -7.19708)
H (1.85665, -5.71903, -5.31295)
H (2.62705, -4.39905, -6.08340)
H (0.81809, -4.10489, -7.80484)
H (0.07226, -4.21242, -6.22637)
H (-0.54043, -6.09484, -8.33892)
H (-0.59587, -6.48792, -6.67996)
H (3.08409, -5.84969, -7.98146)
H (3.11845, -6.99303, -6.71287)
C (-2.58292, -7.48920, 7.54884)
C (-2.97119, -7.78706, 8.95815)
C (-2.26377, -6.72273, 9.78459)
O (-1.72158, -5.80285, 8.82694)
C (-2.23526, -5.99818, 7.48796)
H (-3.32898, -7.74932, 6.79796)
H (-1.66231, -8.05605, 7.41011)
H (-2.68622, -8.79713, 9.25250)
H (-4.05222, -7.69088, 9.05930)
H (-1.44555, -7.12310, 10.38319)
H (-2.96668, -6.23989, 10.46347)
H (-1.61528, -5.70880, 6.63945)
H (-3.07968, -5.33942, 7.28528)
C (-6.66832, 0.02412, 7.04203)
C (-5.98385, 1.28866, 6.46290)
C (-5.30690, 0.67517, 5.22418)
O (-6.27800, -0.30034, 4.76284)
C (-7.13432, -0.74731, 5.88083)
H (-7.43454, 0.33651, 7.75154)
H (-5.97352, -0.54533, 7.65935)
H (-5.28985, 1.80040, 7.12967)
H (-6.72984, 2.05113, 6.23881)
H (-4.44663, 0.20438, 5.69998)
H (-5.04270, 1.36960, 4.42664)
H (-7.04133, -1.79597, 6.16322)
H (-8.14366, -0.36470, 5.72939)
C (-6.41558, -2.77357, -1.34341)
O (-7.46814, -2.71688, -0.38977)
H (-5.83750, -3.69437, -1.26559)
H (-6.79638, -2.70077, -2.36213)
H (-5.79007, -1.89590, -1.18049)
H (-7.17064, -2.19761, 0.36088)
C (0.25058, -12.57681, 3.55461)
O (1.07161, -13.60300, 2.92287)
H (0.40082, -12.48582, 4.63037)
H (0.26366, -11.61367, 3.04442)
H (-0.77625, -12.92971, 3.45887)
H (1.32652, -13.35531, 2.03109)
C (-0.50907, -4.17347, 0.05302)
O (-0.73522, -2.86346, -0.27471)
C (-0.32487, -1.89829, 0.73079)
C (-0.05641, -0.58370, 0.01037)
O (-1.28314, 0.17657, -0.29840)
C (-1.10763, 1.51845, -0.65355)
H (-1.14327, -4.46511, 0.89018)
H (0.51064, -4.34707, 0.39674)
H (-0.74581, -4.78500, -0.81767)
H (0.51588, -2.27855, 1.31101)
H (-1.16228, -1.76999, 1.41663)
H (0.48249, -0.64645, -0.93502)
H (0.57049, 0.08440, 0.60092)
H (-2.03693, 1.98395, -0.98189)
H (-0.48052, 1.49287, -1.54471)
H (-0.63385, 2.11262, 0.12787)
C (5.39095, 3.51600, -4.17487)
O (4.79849, 4.61542, -4.78571)
C (5.28328, 5.89678, -4.31470)
C (4.87435, 7.02889, -5.26309)
O (5.16766, 6.81713, -6.65108)
C (6.56281, 6.61023, -6.83051)
H (6.41411, 3.42177, -4.53869)
H (4.89391, 2.57850, -4.42418)
H (5.42254, 3.63477, -3.09182)
H (6.36930, 5.86325, -4.22790)
H (4.92503, 6.13002, -3.31202)
H (5.39450, 7.92235, -4.91771)
H (3.79014, 7.12240, -5.20097)
H (6.80882, 6.45164, -7.88047)
H (6.90148, 5.68328, -6.36774)
H (7.17606, 7.43597, -6.46972)
C (6.32424, -1.71050, 1.76866)
O (5.65231, -0.63529, 2.32333)
C (6.31502, -0.12079, 3.50591)
C (5.43088, 0.91738, 4.16119)
O (4.05274, 0.53370, 4.42779)
C (3.81953, -0.64644, 5.14243)
H (5.79114, -2.06867, 0.88796)
H (6.44126, -2.52551, 2.48291)
H (7.34932, -1.49479, 1.46738)
H (7.22610, 0.37817, 3.17565)
H (6.49320, -0.91726, 4.22839)
H (5.37459, 1.85084, 3.60118)
H (5.85937, 1.15161, 5.13568)
H (4.42661, -1.50043, 4.84199)
H (2.76119, -0.89593, 5.06649)
H (4.03742, -0.42580, 6.18739)
C (5.86119, 13.65922, 5.25245)
O (5.40712, 12.47252, 4.53448)
C (5.79625, 11.20104, 5.18922)
C (5.01028, 9.98732, 4.79087)
O (3.60901, 10.03613, 5.10972)
C (2.84891, 8.99680, 4.50294)
H (5.41371, 14.46607, 4.67205)
H (6.95048, 13.66339, 5.21344)
H (5.57613, 13.78255, 6.29724)
H (5.66340, 11.32548, 6.26392)
H (6.86308, 11.04575, 5.02836)
H (5.46661, 9.14206, 5.30602)
H (5.17696, 9.83651, 3.72430)
H (2.97274, 8.94346, 3.42131)
H (1.76320, 9.05431, 4.58068)
H (3.16520, 8.05406, 4.94938)
C (-3.83367, 7.24960, -11.93557)
O (-3.49953, 6.81250, -10.59436)
C (-2.43126, 5.84186, -10.59084)
C (-2.47326, 5.14239, -9.20170)
O (-3.58821, 4.22458, -9.02652)
C (-3.39786, 3.36983, -7.92355)
H (-4.71636, 7.88634, -11.99511)
H (-4.13241, 6.39801, -12.54683)
H (-2.99489, 7.73197, -12.43745)
H (-1.51273, 6.42795, -10.62101)
H (-2.42905, 5.11598, -11.40398)
H (-2.43602, 5.86329, -8.38499)
H (-1.60566, 4.48287, -9.22193)
H (-4.12949, 2.56498, -7.99457)
H (-3.66525, 3.92711, -7.02575)
H (-2.39246, 2.94882, -7.91854)
C (-1.51916, -12.73381, -2.29973)
O (-0.19188, -12.26758, -1.94031)
C (0.69613, -12.30538, -3.11888)
C (2.17887, -12.05634, -2.81329)
O (2.63190, -13.03101, -1.90809)
C (2.78466, -14.33479, -2.36562)
H (-1.97233, -12.15808, -3.10675)
H (-2.17341, -12.65945, -1.43111)
H (-1.61396, -13.78046, -2.58895)
H (0.37285, -11.48483, -3.75940)
H (0.64593, -13.19972, -3.73994)
H (2.32026, -11.14725, -2.22877)
H (2.74282, -11.97574, -3.74256)
H (2.56835, -15.08013, -1.60026)
H (3.82139, -14.50844, -2.65394)
H (2.14568, -14.47851, -3.23691)
C (-5.06749, 8.97840, 4.93984)
O (-5.22013, 9.17545, 3.55860)
C (-5.52971, 7.92566, 2.81015)
C (-5.39788, 8.17884, 1.27500)
O (-4.04675, 8.54196, 0.87612)
C (-3.87580, 8.63952, -0.52528)
H (-4.23268, 8.31979, 5.17943)
H (-6.01332, 8.59097, 5.31850)
H (-4.86340, 10.01554, 5.20597)
H (-6.52802, 7.56988, 3.06492)
H (-4.80457, 7.17314, 3.11997)
H (-6.09422, 8.94870, 0.94257)
H (-5.71862, 7.30471, 0.70832)
H (-4.41248, 7.89612, -1.11472)
H (-2.80186, 8.61936, -0.71061)
H (-4.28193, 9.58188, -0.89284)